1.
Formula: C2H5OPS
Source: OMol25
Level of theory: ωB97M-V/def2-TZVPD

Element x y z (Å)
C: 0.78 0.65 0.35
C: -1.97 0.13 0.38
O: 0.60 1.81 0.57
P: 3.43 -0.26 0.08
S: -0.31 -0.63 0.16
H: -1.81 1.02 1.02
H: -2.60 -0.73 0.58
H: -2.18 0.65 -0.62
H: 3.71 -0.65 1.33
H: 3.44 1.01 0.36

Summary:
- HOMO (alpha / beta): -8.390 / -8.345 eV
- Relative energy (zero: lowest compared OMol25 entry of this formula, charge and spin): 291.0 kJ/mol
- Molar mass: 108.10 g mol⁻¹
- Calculated total energy: -893.86199 a.u.

2.
Formula: C2H5OPS3
Source: OMol25
Level of theory: ωB97M-V/def2-TZVPD

Element x y z (Å)
O: -2.46 1.91 -0.74
P: -1.82 2.11 0.52
S: -1.24 -0.29 1.43
C: 0.18 0.48 0.42
S: 1.69 0.38 1.34
C: 0.51 -0.06 -0.94
S: 0.89 -1.90 -0.89
H: -0.95 0.27 2.70
H: 1.95 -1.00 1.00
H: -0.33 0.13 -1.57
H: 1.45 0.24 -1.34
H: 0.13 -2.26 -1.94

Summary:
- HOMO (alpha / beta): -8.228 / -8.229 eV
- Relative energy (zero: lowest compared OMol25 entry of this formula, charge and spin): 329.0 kJ/mol
- Molar mass: 172.24 g mol⁻¹
- Calculated total energy: -1690.26605 a.u.

3.
Formula: C2H5OS
Source: OMol25
Level of theory: ωB97M-V/def2-TZVPD

Element x y z (Å)
S: -0.60 1.78 0.90
H: 0.24 1.49 1.89
C: 1.52 -1.47 -0.34
C: 0.27 -1.74 -0.72
O: -0.55 -0.72 -1.09
H: 2.25 -2.25 -0.19
H: 1.69 -0.41 -0.17
H: -0.31 -2.63 -0.51
H: -0.69 0.02 -0.44

Summary:
- HOMO: -3.002 eV
- Relative energy (zero: lowest compared OMol25 entry of this formula, charge and spin): 68.6 kJ/mol
- Net charge: -1
- Molar mass: 77.13 g mol⁻¹
- Calculated total energy: -552.63124 a.u.

4.
Formula: C2H5P
Source: OMol25
Level of theory: ωB97M-V/def2-TZVPD

Element x y z (Å)
C: -0.24 -0.49 0.64
P: 0.95 0.64 0.62
C: 1.06 -1.19 0.57
H: -1.28 -0.47 0.59
H: 1.52 -1.57 1.41
H: 1.31 -1.89 -0.22
H: -2.02 2.40 -1.85
H: -1.31 2.57 -1.75

Summary:
- HOMO: -8.918 eV
- Relative energy (zero: lowest compared OMol25 entry of this formula, charge and spin): 227.8 kJ/mol
- Molar mass: 60.04 g mol⁻¹
- Calculated total energy: -420.41784 a.u.

5.
Formula: C2H5S
Source: OMol25
Level of theory: ωB97M-V/def2-TZVPD

Element x y z (Å)
S: -0.67 -0.42 -1.95
H: -1.11 -0.05 -0.74
C: 0.54 0.83 2.40
C: 0.84 -0.05 1.46
H: 1.19 1.10 3.23
H: -0.38 1.38 2.45
H: 0.43 0.00 0.44
H: 1.72 -0.69 1.48

Summary:
- HOMO: -2.498 eV
- Relative energy (zero: lowest compared OMol25 entry of this formula, charge and spin): 90.4 kJ/mol
- Net charge: -1
- Molar mass: 61.13 g mol⁻¹
- Calculated total energy: -477.37294 a.u.

6.
Formula: C2H6AgN4O13S
Source: OMol25
Level of theory: ωB97M-V/def2-TZVPD

Element x y z (Å)
Ag: 8.24 15.42 -8.87
N: 6.86 18.86 -9.30
O: 7.09 17.64 -9.20
O: 6.47 19.34 -10.39
O: 6.98 19.62 -8.30
N: 6.48 14.72 -11.71
O: 6.33 14.82 -10.45
O: 7.12 13.74 -12.16
O: 5.97 15.56 -12.48
N: 10.07 12.37 -9.72
O: 11.03 12.98 -10.20
O: 9.40 12.92 -8.80
O: 9.75 11.22 -10.08
N: 11.64 16.25 -7.72
O: 12.47 16.01 -8.61
O: 10.47 15.80 -7.82
O: 11.96 16.95 -6.72
C: 5.67 17.55 -6.34
S: 6.89 16.25 -5.90
O: 6.83 15.30 -7.08
C: 8.36 17.31 -6.10
H: 4.97 17.16 -7.07
H: 6.17 18.42 -6.75
H: 5.09 17.87 -5.47
H: 8.25 17.70 -7.11
H: 9.34 16.83 -6.10
H: 8.31 18.12 -5.37

Summary:
- HOMO: 0.441 eV
- Net charge: -3
- Molar mass: 434.02 g mol⁻¹
- Calculated total energy: -1821.58186 a.u.

7.
Formula: C2H6B2
Source: OMol25
Level of theory: ωB97M-V/def2-TZVPD

Element x y z (Å)
B: -1.80 -0.84 0.73
C: -0.47 -0.58 0.04
C: 0.48 0.74 0.06
B: 1.75 0.71 -0.92
H: -1.91 -1.73 1.53
H: -2.87 -0.22 0.46
H: -0.04 -1.37 -0.45
H: 0.31 1.58 0.73
H: 2.24 1.67 -1.45
H: 2.15 -0.35 -1.29

Summary:
- HOMO: -9.285 eV
- Relative energy (zero: lowest compared OMol25 entry of this formula, charge and spin): 109.3 kJ/mol
- Molar mass: 51.69 g mol⁻¹
- Calculated total energy: -129.34993 a.u.

8.
Formula: C2H6Br2OSi
Source: OMol25
Level of theory: ωB97M-V/def2-TZVPD

Element x y z (Å)
C: 0.44 0.63 -1.56
C: 0.58 -0.72 1.80
O: 1.02 -0.62 -1.16
Si: 1.62 -0.95 0.29
Br: 2.83 2.31 0.02
Br: 2.41 -2.98 -0.12
H: 1.15 1.09 -2.15
H: 0.05 1.10 -0.77
H: -0.38 0.47 -2.23
H: 0.87 -0.06 2.57
H: -0.36 -0.38 1.39
H: 0.39 -1.78 2.21

Summary:
- HOMO: -8.568 eV
- Relative energy (zero: lowest compared OMol25 entry of this formula, charge and spin): 142.8 kJ/mol
- Molar mass: 233.96 g mol⁻¹
- Calculated total energy: -5592.58089 a.u.

9.
Formula: C2H6BrClSi
Source: OMol25
Level of theory: ωB97M-V/def2-TZVPD

Element x y z (Å)
C: -1.26 0.55 -0.39
C: -0.30 -0.63 -0.53
Si: 1.31 -0.66 0.62
Cl: 0.93 1.91 2.33
Br: 2.92 -0.58 -0.76
H: -1.92 0.61 0.53
H: -0.84 1.60 -0.37
H: -1.91 0.75 -1.18
H: 0.25 -0.54 -1.52
H: -0.86 -1.50 -0.52
H: 1.68 -1.51 1.79

Summary:
- HOMO: -9.376 eV
- Relative energy (zero: lowest compared OMol25 entry of this formula, charge and spin): 305.0 kJ/mol
- Molar mass: 173.51 g mol⁻¹
- Calculated total energy: -3403.47533 a.u.

10.
Formula: C2H6BrNS
Source: OMol25
Level of theory: ωB97M-V/def2-TZVPD

Element x y z (Å)
C: 0.71 -0.98 -0.79
N: 0.57 0.13 -0.25
C: 1.57 0.51 0.74
H: 1.62 -1.65 -0.71
H: -0.02 -1.17 -1.51
H: 1.97 1.57 0.43
H: 1.32 0.46 1.77
H: 2.46 -0.05 0.39
S: -3.48 1.00 -0.46
Br: -4.36 -0.84 0.18
H: -2.35 1.02 0.20

Summary:
- HOMO: -9.071 eV
- Relative energy (zero: lowest compared OMol25 entry of this formula, charge and spin): 67.4 kJ/mol
- Molar mass: 156.05 g mol⁻¹
- Calculated total energy: -3106.69257 a.u.

11.
Formula: C2H6BrO
Source: OMol25
Level of theory: ωB97M-V/def2-TZVPD

Element x y z (Å)
Br: -2.04 -5.33 26.49
C: -0.39 -2.63 29.26
C: -1.55 -1.67 28.92
O: -2.32 -2.12 27.85
H: -0.81 -3.55 29.68
H: 0.28 -2.16 29.99
H: 0.14 -2.91 28.35
H: -1.18 -0.66 28.74
H: -2.14 -1.58 29.85
H: -2.59 -3.04 28.01

Summary:
- HOMO: -3.594 eV
- Relative energy (zero: lowest compared OMol25 entry of this formula, charge and spin): 16.6 kJ/mol
- Net charge: -1
- Molar mass: 125.97 g mol⁻¹
- Calculated total energy: -2729.12962 a.u.

12.
Formula: C2H6Cl2N3
Source: OMol25
Level of theory: ωB97M-V/def2-TZVPD

Element x y z (Å)
C: -1.52 -0.62 -0.17
C: 2.64 0.36 0.64
N: -2.83 -0.65 -0.14
N: 1.79 0.73 -0.19
N: -0.76 0.43 -0.01
Cl: -0.60 -2.05 -0.44
Cl: 4.27 0.14 0.10
H: 2.32 0.37 1.68
H: -3.44 0.14 0.06
H: -3.29 -1.47 -0.45
H: 2.01 0.94 -1.10
H: 0.27 0.27 0.01
H: -0.87 1.41 0.01

Summary:
- HOMO: -14.515 eV
- Relative energy (zero: lowest compared OMol25 entry of this formula, charge and spin): 0.0 kJ/mol
- Net charge: +1
- Molar mass: 143.00 g mol⁻¹
- Calculated total energy: -1164.20012 a.u.